Entry 1:
This record from the OMol25 dataset describes a molecular structure, C48H59BiF4N6. The level of theory is the ωB97M-V functional and the def2-TZVPD basis.

Output
* energy above the lowest of the compared OMol25 structures with the same formula, charge and spin: 0.00 kcal/mol
* Kohn-Sham gap (alpha / beta): 5.66 / 5.66 eV

Structure (ORCA input):
```
! RIJCOSX wB97M-V def2-TZVPD def2/J DEFGRID3
* xyz 0 1
Bi 0.224 0.133 -0.232
C -0.708 -2.545 -5.714
C -1.625 -3.191 -4.671
C -1.142 -2.952 -3.275
C -0.424 -3.793 -2.475
C -0.020 -5.207 -2.753
C -1.005 -6.220 -2.165
C -0.161 -3.069 -1.248
C 0.559 -3.552 -0.156
C 0.860 -2.888 1.027
C 1.582 -3.456 2.143
C 2.132 -4.847 2.192
C 3.486 -4.960 1.486
C 1.686 -2.476 3.090
C 1.001 -1.320 2.564
C 0.768 -0.127 3.257
C -0.071 0.905 2.873
N -0.698 1.011 1.662
C -1.516 2.100 1.716
C -2.325 2.556 0.686
C -2.503 1.962 -0.559
N -1.865 0.840 -0.979
C -2.347 0.533 -2.225
C -2.043 -0.606 -2.954
C -1.314 -1.723 -2.529
N -0.713 -1.830 -1.320
C -3.303 1.546 -2.625
C -3.410 2.421 -1.587
C -4.242 3.661 -1.508
C -3.437 4.905 -1.896
C -4.079 1.548 -3.904
C -5.330 0.670 -3.826
C -1.405 2.720 3.022
C -0.496 1.996 3.728
C -0.022 2.211 5.129
C -0.759 1.340 6.149
C -2.206 3.898 3.473
C -3.618 3.508 3.917
N 0.534 -1.592 1.320
C 2.381 -2.526 4.413
C 3.731 -1.802 4.384
H -1.081 -2.705 -6.726
H 0.298 -2.964 -5.650
H -0.626 -1.470 -5.545
H -1.691 -4.265 -4.856
H -2.641 -2.804 -4.784
H 0.979 -5.392 -2.351
H 0.059 -5.356 -3.832
H -1.073 -6.110 -1.081
H -0.699 -7.244 -2.386
H -2.005 -6.065 -2.572
H 0.925 -4.569 -0.236
H 1.422 -5.542 1.738
H 2.236 -5.159 3.233
H 3.404 -4.666 0.439
H 3.867 -5.981 1.527
H 4.220 -4.302 1.954
H 1.216 -0.040 4.238
H -2.890 3.459 0.880
H -2.490 -0.671 -3.938
H -4.634 3.780 -0.494
H -5.114 3.559 -2.157
H -2.559 5.015 -1.258
H -4.042 5.809 -1.810
H -3.084 4.827 -2.926
H -3.442 1.211 -4.725
H -4.364 2.574 -4.147
H -5.065 -0.365 -3.605
H -5.885 0.690 -4.765
H -5.992 1.015 -3.030
H -0.146 3.264 5.388
H 1.054 2.019 5.179
H -1.825 1.571 6.155
H -0.369 1.501 7.155
H -0.656 0.280 5.908
H -2.263 4.635 2.667
H -1.684 4.393 4.294
H -4.161 3.019 3.106
H -4.188 4.385 4.228
H -3.582 2.811 4.755
H 2.530 -3.566 4.709
H 1.744 -2.080 5.182
H 4.405 -2.275 3.667
H 4.209 -1.820 5.364
H 3.611 -0.760 4.082
C 3.464 -2.203 -1.002
C 2.932 -1.431 -2.201
N 2.480 -0.090 -1.848
C 1.688 0.539 -2.912
C 2.388 0.718 -4.256
C 3.525 0.796 -1.301
C 3.140 1.311 0.078
N 1.855 1.989 -0.009
C 1.605 3.022 0.827
C 0.626 3.974 0.463
F -0.005 3.821 -0.718
C 0.280 5.034 1.265
F -0.682 5.877 0.836
C 0.882 5.257 2.492
C 1.837 4.338 2.876
F 2.428 4.462 4.081
C 2.182 3.256 2.092
F 3.056 2.357 2.605
H 3.501 -3.269 -1.231
H 2.814 -2.068 -0.133
H 4.471 -1.892 -0.722
H 2.067 -1.961 -2.615
H 3.699 -1.408 -2.990
H 1.365 1.513 -2.536
H 0.789 -0.074 -3.063
H 3.282 1.337 -4.165
H 1.714 1.211 -4.958
H 2.679 -0.238 -4.694
H 3.700 1.640 -1.974
H 4.470 0.251 -1.221
H 3.934 1.971 0.446
H 3.131 0.446 0.764
H 0.613 6.095 3.117
*
```

These are the Löwdin partial charges, in e, on atoms 1 to 2: 2.04, -0.08

Entry 2:
This record from the OMol25 dataset describes a molecular structure, C48H59BrHfN4OS6SbSi at a distorted geometry. The level of theory is the ωB97M-V functional and the def2-TZVPD basis.

Output
* <S²>: 0.76
* Kohn-Sham gap (alpha / beta): 7.65 / 5.88 eV

Structure (ORCA input):
```
! RIJCOSX wB97M-V def2-TZVPD def2/J DEFGRID3
* xyz 2 2
Hf 0.090 0.587 2.227
S -3.573 2.141 5.460
Sb -1.266 1.921 5.305
S -0.881 -0.471 4.291
S -0.833 2.674 3.027
N 1.446 1.487 0.931
S 1.864 2.386 -0.223
N 1.012 2.719 -1.540
S -0.532 2.942 -1.936
N -1.833 2.195 -1.407
S -2.242 1.075 -0.317
N -1.216 0.560 0.631
C -2.923 -0.264 -1.328
C -2.105 -1.036 -2.127
C -2.638 -2.116 -2.880
C -3.997 -2.385 -2.828
C -4.805 -1.591 -2.044
C -4.250 -0.626 -1.193
C -3.705 1.741 0.494
C -4.053 1.512 1.838
C -5.284 1.933 2.333
C -6.178 2.558 1.475
C -5.809 2.846 0.180
C -4.679 2.279 -0.369
C -0.801 4.636 -1.609
C -0.063 5.605 -2.332
C -0.309 6.940 -2.126
C -1.222 7.383 -1.167
C -1.863 6.468 -0.390
C -1.736 5.077 -0.680
C -0.633 2.629 -3.682
C 0.141 1.667 -4.307
C 0.190 1.649 -5.710
C -0.695 2.433 -6.413
C -1.489 3.429 -5.793
C -1.430 3.493 -4.412
C 2.485 3.974 0.308
C 3.063 4.828 -0.660
C 3.559 6.054 -0.280
C 3.335 6.535 1.024
C 2.767 5.656 1.975
C 2.353 4.399 1.655
C 3.343 1.614 -0.897
C 4.111 0.782 -0.084
C 5.050 -0.075 -0.632
C 5.430 0.009 -1.968
C 4.755 0.909 -2.816
C 3.756 1.724 -2.254
H -1.071 -0.814 -2.112
H -1.997 -2.763 -3.465
H -4.431 -3.216 -3.438
H -5.889 -1.620 -2.105
H -4.868 -0.189 -0.363
H -3.334 1.095 2.516
H -5.541 1.760 3.397
H -7.121 2.925 1.854
H -6.426 3.472 -0.484
H -4.467 2.399 -1.462
H 0.744 5.296 -3.031
H 0.353 7.605 -2.624
H -1.345 8.499 -1.008
H -2.202 6.754 0.598
H -2.240 4.330 -0.059
H 0.906 1.089 -3.734
H 0.997 1.137 -6.221
H -0.754 2.358 -7.500
H -2.104 4.104 -6.412
H -1.979 4.283 -3.903
H 3.010 4.541 -1.701
H 4.118 6.652 -1.006
H 3.603 7.560 1.336
H 2.663 6.064 2.969
H 1.879 3.754 2.386
H 3.895 0.759 0.994
H 5.555 -0.831 -0.019
H 6.248 -0.580 -2.460
H 5.106 1.012 -3.853
H 3.287 2.503 -2.850
O 1.888 0.925 3.596
H 1.789 0.999 4.591
H 2.252 1.810 3.298
C -1.291 -6.088 2.291
C -1.007 -4.581 2.352
C -1.124 -4.172 3.789
C -2.076 -3.860 1.507
Si 0.768 -4.378 1.569
Br 0.839 -2.038 1.523
C 1.156 -4.787 -0.301
C 1.265 -6.321 -0.471
C 2.428 -4.148 -0.899
C -0.058 -4.328 -1.156
C 2.181 -4.870 2.758
C 2.201 -6.319 3.349
C 3.548 -4.611 2.090
C 2.160 -3.854 3.941
H -2.175 -6.304 2.933
H -0.480 -6.678 2.688
H -1.468 -6.453 1.245
H -2.196 -4.175 3.985
H -0.799 -3.147 3.971
H -0.747 -4.884 4.529
H -2.913 -3.684 2.197
H -2.420 -4.546 0.715
H -1.776 -2.918 1.011
H 2.130 -6.787 0.070
H 1.422 -6.527 -1.548
H 0.315 -6.845 -0.172
H 3.334 -4.704 -0.571
H 2.537 -3.063 -0.761
H 2.341 -4.251 -1.983
H -1.022 -4.671 -0.803
H 0.019 -4.808 -2.141
H -0.156 -3.217 -1.265
H 2.004 -7.118 2.604
H 1.434 -6.469 4.161
H 3.174 -6.539 3.854
H 3.629 -5.051 1.104
H 4.360 -4.994 2.650
H 3.774 -3.512 1.996
H 1.286 -4.013 4.592
H 2.116 -2.769 3.603
H 3.052 -4.076 4.519
*
```

These are the Löwdin partial charges, in e, on atoms 1 to 2: 0.65, 0.02

Entry 3:
This record from the OMol25 dataset describes a molecular structure, C48H60CuFN4O3SiTe at a distorted geometry. The level of theory is the ωB97M-V functional and the def2-TZVPD basis.

Output
* energy above the lowest of the compared OMol25 structures with the same formula, charge and spin: 25.27 kcal/mol
* Kohn-Sham gap: 4.85 eV

Structure (ORCA input):
```
! RIJCOSX wB97M-V def2-TZVPD def2/J DEFGRID3
* xyz -2 1
Cu 1.684 -0.343 -1.233
O 0.773 1.530 -5.133
C 0.051 0.465 -5.517
C -0.729 0.568 -6.666
C -1.464 -0.509 -7.120
C -1.438 -1.709 -6.426
C -0.680 -1.825 -5.278
C 0.085 -0.759 -4.813
C 0.968 -0.898 -3.652
O 1.528 0.158 -3.156
N 1.251 -2.103 -3.215
N 2.028 -2.097 -2.099
C 2.905 -3.081 -2.032
C 4.012 -3.154 -1.160
C 4.776 -4.353 -1.073
C 5.981 -4.349 -0.422
C 6.435 -3.158 0.155
C 5.597 -2.051 0.077
N 4.434 -2.031 -0.526
H 1.219 1.246 -4.275
H -0.722 1.508 -7.200
H -2.064 -0.415 -8.016
H -1.997 -2.560 -6.790
H -0.649 -2.745 -4.717
H 2.846 -3.845 -2.808
H 4.394 -5.258 -1.532
H 6.584 -5.250 -0.359
H 7.400 -3.097 0.636
H 5.906 -1.107 0.515
F 2.198 -0.392 1.574
C -0.444 -0.872 3.596
C 0.513 0.314 3.727
C 0.467 0.795 5.181
C -0.022 1.406 2.794
Si 2.304 -0.163 3.165
C 3.639 1.227 3.411
C 4.231 1.220 4.826
C 3.056 2.615 3.139
C 4.764 1.035 2.389
C 2.841 -1.950 3.758
C 4.322 -2.206 3.472
C 2.589 -2.212 5.248
C 2.077 -2.989 2.927
H -1.463 -0.538 3.782
H -0.223 -1.660 4.310
H -0.396 -1.273 2.589
H -0.546 1.094 5.452
H 1.123 1.648 5.325
H 0.785 0.004 5.858
H -1.089 1.557 2.957
H 0.119 1.127 1.752
H 0.477 2.354 2.949
H 3.462 1.393 5.575
H 4.979 2.009 4.922
H 4.712 0.271 5.052
H 2.301 2.882 3.875
H 2.622 2.653 2.141
H 3.844 3.368 3.191
H 5.196 0.042 2.447
H 5.560 1.763 2.565
H 4.374 1.187 1.387
H 4.971 -1.569 4.067
H 4.529 -2.038 2.418
H 4.574 -3.246 3.695
H 3.031 -1.434 5.869
H 3.022 -3.169 5.549
H 1.525 -2.253 5.467
H 2.258 -2.822 1.868
H 1.007 -2.942 3.097
H 2.418 -3.995 3.178
C -7.732 -2.205 -2.855
C -6.354 -1.695 -2.528
C -5.747 -0.696 -3.275
C -4.469 -0.241 -2.972
C -3.851 0.784 -3.880
C -3.746 -0.753 -1.888
Te -1.632 0.124 -1.356
N 0.444 1.014 -0.642
C 0.921 2.218 -0.468
O 1.978 2.527 0.131
C 0.188 3.384 -1.109
C 0.162 4.637 -0.509
C -0.338 5.733 -1.190
C -0.800 5.598 -2.491
C -0.751 4.359 -3.108
C -0.265 3.262 -2.419
C -2.756 0.984 0.274
C -2.895 0.223 1.422
C -3.721 0.605 2.463
C -4.397 1.808 2.392
C -4.240 2.598 1.269
C -3.446 2.193 0.201
C -3.373 3.071 -1.006
C -4.351 -1.793 -1.173
C -3.645 -2.504 -0.053
C -5.629 -2.241 -1.485
H -8.166 -1.645 -3.683
H -8.396 -2.117 -1.993
H -7.692 -3.259 -3.137
H -6.283 -0.267 -4.116
H -4.611 1.302 -4.465
H -3.159 0.293 -4.567
H -3.276 1.506 -3.306
H 0.554 4.746 0.492
H -0.353 6.709 -0.716
H -1.183 6.458 -3.028
H -1.080 4.243 -4.133
H -0.210 2.299 -2.901
H -2.337 -0.693 1.507
H -3.845 -0.037 3.327
H -5.028 2.139 3.209
H -4.763 3.548 1.211
H -3.333 4.126 -0.732
H -4.255 2.911 -1.629
H -2.483 2.824 -1.579
H -2.583 -2.265 -0.070
H -3.771 -3.584 -0.153
H -4.063 -2.204 0.909
H -6.067 -3.044 -0.896
*
```

These are the Löwdin partial charges, in e, on atoms 1 to 2: 0.34, 0.04

Entry 4:
This record from the OMol25 dataset describes a molecular structure, C48H60FN4OPdSTe. The level of theory is the ωB97M-V functional and the def2-TZVPD basis.

Output
* <S²>: 8.82
* Kohn-Sham gap (alpha / beta): 8.90 / 5.82 eV

Structure (ORCA input):
```
! RIJCOSX wB97M-V def2-TZVPD def2/J DEFGRID3
* xyz 2 6
Pd 1.784 -0.025 -0.329
C -0.210 0.235 -5.440
C 0.229 -0.101 -4.013
C -0.978 -0.533 -3.168
C 1.277 -1.203 -3.941
C 1.081 -2.363 -4.681
C 1.875 -3.480 -4.491
C 2.846 -3.470 -3.501
C 3.084 -2.333 -2.740
C 4.051 -2.430 -1.575
C 5.101 -1.325 -1.432
C 3.209 -2.614 -0.317
C 2.341 -1.180 -3.027
N 2.659 0.030 -2.327
C 2.982 1.122 -3.022
C 3.169 1.131 -4.438
C 3.451 2.291 -5.110
C 3.600 3.490 -4.401
C 3.498 3.506 -3.010
C 3.213 2.342 -2.350
F 3.169 2.349 -1.000
H -0.726 1.196 -5.458
H -0.905 -0.510 -5.835
H 0.636 0.296 -6.126
H 0.623 0.805 -3.556
H -1.417 -1.452 -3.569
H -1.747 0.245 -3.179
H -0.702 -0.716 -2.126
H 0.280 -2.393 -5.409
H 1.720 -4.367 -5.091
H 3.434 -4.361 -3.313
H 4.602 -3.362 -1.712
H 4.696 -0.420 -0.974
H 5.525 -1.053 -2.399
H 5.916 -1.679 -0.799
H 2.483 -1.773 -0.242
H 3.786 -2.631 0.607
H 2.570 -3.496 -0.377
H 3.093 0.197 -4.975
H 3.570 2.277 -6.184
H 3.821 4.409 -4.928
H 3.652 4.411 -2.438
C 5.800 3.843 2.610
C 4.722 3.675 1.550
N 4.230 2.297 1.446
C 3.260 1.761 2.169
S 2.774 0.108 1.870
N 2.693 2.469 3.135
C 1.615 2.010 4.028
C 2.134 1.276 5.250
H 6.131 4.881 2.645
H 6.665 3.218 2.384
H 5.443 3.569 3.606
H 5.100 3.940 0.565
H 3.869 4.331 1.733
H 4.658 1.677 0.777
H 3.133 3.343 3.380
H 0.959 1.373 3.437
H 1.057 2.901 4.312
H 2.682 0.377 4.962
H 1.299 0.979 5.886
H 2.797 1.910 5.840
C -8.037 -1.210 4.130
C -6.652 -0.972 3.591
C -6.330 0.217 2.943
C -5.054 0.462 2.454
C -4.760 1.769 1.756
C -4.098 -0.548 2.623
Te -2.193 -0.187 1.821
N -0.364 0.444 0.478
C -0.297 1.600 -0.169
O 0.472 1.577 -1.194
C -0.980 2.871 0.177
C -1.290 3.752 -0.857
C -1.906 4.960 -0.574
C -2.187 5.309 0.742
C -1.842 4.450 1.779
C -1.242 3.231 1.496
C -2.000 -1.993 0.803
C -0.946 -2.841 1.141
C 0.027 -2.561 2.260
C -0.826 -4.034 0.435
C -1.714 -4.386 -0.570
C -1.575 -5.688 -1.313
C -2.740 -3.499 -0.887
C -2.911 -2.293 -0.223
C -4.028 -1.379 -0.664
C -4.365 -1.750 3.292
C -3.346 -2.837 3.535
C -5.661 -1.933 3.758
H -8.707 -0.386 3.891
H -8.012 -1.323 5.214
H -8.462 -2.126 3.718
H -7.096 0.974 2.813
H -5.623 2.431 1.798
H -4.515 1.622 0.701
H -3.924 2.301 2.218
H -1.056 3.475 -1.877
H -2.162 5.635 -1.381
H -2.664 6.256 0.960
H -2.035 4.733 2.806
H -0.932 2.585 2.311
H 0.189 -1.496 2.436
H 1.000 -3.005 2.043
H -0.320 -3.003 3.197
H -0.018 -4.713 0.693
H -0.729 -6.269 -0.949
H -1.435 -5.514 -2.381
H -2.475 -6.294 -1.200
H -3.423 -3.748 -1.693
H -4.363 -1.654 -1.663
H -3.718 -0.332 -0.716
H -4.886 -1.439 0.008
H -2.323 -2.462 3.556
H -3.398 -3.609 2.764
H -3.529 -3.313 4.498
H -5.898 -2.854 4.283
*
```

These are the Löwdin partial charges, in e, on atoms 1 to 2: 0.82, -0.05

Number 1: electronic energy -2807.1025 hartree. Number 2: electronic energy -7699.0284 hartree. Number 3: electronic energy -4607.7442 hartree. Number 4: electronic energy -3052.6691 hartree.